[1]
{
  "formula": "C11H11ClO2",
  "method": "ωB97M-V/def2-TZVPD",
  "spin_multiplicity": 1,
  "homo_lumo_gap_ev": 10.06,
  "charge": 0,
  "largest_force_ha_per_bohr": 0.0926,
  "smiles": "CC1(C)O[C@@]1(C(=O)Cl)c1ccccc1",
  "homo_ev": -9.31,
  "elements": ["C", "C", "C", "C", "C", "C", "C", "C", "C", "C", "C", "O", "O", "Cl", "H", "H", "H", "H", "H", "H", "H", "H", "H", "H", "H"],
  "coordinates": [[2.4348, -2.5314, 0.0428], [2.1193, -1.7514, -1.1110], [1.5976, -2.4345, 1.1193], [0.9493, -1.0087, -1.1612], [0.5046, -1.5578, 1.0889], [0.1675, -0.8235, -0.0042], [-2.2757, -0.3401, 0.8419], [-0.9552, 0.1028, -0.1983], [-0.9121, 1.5672, -0.4077], [-1.7784, 2.4850, 0.3775], [0.3988, 2.2603, -0.6125], [-2.2583, -0.3719, 2.0204], [-1.3812, 0.5911, -1.4542], [-3.6246, -0.9020, -0.2111], [3.3203, -3.2097, 0.0580], [2.8317, -1.7612, -1.9377], [1.7198, -3.3268, 1.7977], [0.5868, -0.6634, -2.1716], [-0.0631, -1.4786, 2.0802], [-1.5371, 3.5228, 0.0142], [-1.3559, 2.2290, 1.3573], [-2.7929, 2.3649, 0.5122], [0.5230, 2.7738, -1.5704], [1.2197, 1.3533, -0.6852], [0.5612, 2.9108, 0.2145]]
}



[2]
{
  "formula": "C11H11FO2",
  "method": "ωB97M-V/def2-TZVPD",
  "spin_multiplicity": 1,
  "homo_lumo_gap_ev": 8.33,
  "charge": 0,
  "largest_force_ha_per_bohr": 0.1052,
  "smiles": "C/C(F)=C(/C)O[C@H]1C=CC=CC1=C=O",
  "homo_ev": -8.02,
  "elements": ["C", "C", "C", "C", "C", "C", "C", "C", "C", "C", "C", "O", "O", "F", "H", "H", "H", "H", "H", "H", "H", "H", "H", "H", "H"],
  "coordinates": [[1.7975, 2.1491, 0.0706], [0.6034, 2.8452, -0.5193], [1.6571, 1.0341, 0.8354], [-0.6113, 2.2893, -0.3002], [0.3438, 0.4644, 1.2508], [-0.8075, 1.1252, 0.4515], [-1.9665, 0.5264, 0.6056], [-0.0834, -1.3347, -0.2157], [0.6634, -1.0389, -1.5128], [-2.0277, -2.6960, 0.6404], [-1.3190, -1.8969, -0.3815], [-2.9921, 0.1193, 0.9799], [0.3686, -1.0767, 0.9768], [-1.8296, -2.0474, -1.6718], [2.7814, 2.5953, 0.1424], [0.6344, 3.7844, -1.1241], [2.6301, 0.4731, 1.0989], [-1.4442, 2.7449, -0.8148], [0.1535, 0.3513, 2.2910], [0.7940, -0.0338, -1.5382], [0.0562, -1.3830, -2.3740], [1.6603, -1.6170, -1.3737], [-3.1785, -2.5073, 0.6814], [-1.9387, -3.6707, 0.2073], [-1.5089, -2.6975, 1.6393]]
}



[3]
{
  "formula": "C11H11I",
  "method": "ωB97M-V/def2-TZVPD",
  "s2": 2.02,
  "spin_multiplicity": 3,
  "homo_lumo_gap_ev": [4.71, 5.31],
  "charge": 0,
  "largest_force_ha_per_bohr": 0.1063,
  "homo_ev": [-4.44, -8.40],
  "elements": ["C", "C", "C", "C", "C", "C", "C", "C", "C", "C", "C", "I", "H", "H", "H", "H", "H", "H", "H", "H", "H", "H", "H"],
  "coordinates": [[1.2650, -0.2782, 2.5216], [1.4314, 0.9909, 2.2263], [0.5958, -1.1252, 1.6344], [0.8767, 1.4881, 1.0544], [0.1842, -0.6489, 0.3710], [0.3489, 0.6789, 0.1131], [-0.6923, -0.6909, -1.7976], [-0.4500, -1.3935, -0.7001], [-0.0790, 1.2193, -1.1925], [-0.8317, -2.8246, -0.4527], [-1.1374, 2.1996, -1.4315], [1.6192, 1.5221, -2.4715], [1.7617, -0.7353, 3.3430], [1.7929, 1.6569, 2.9495], [0.3660, -2.1277, 1.7242], [1.1558, 2.5048, 0.8600], [-1.1860, -0.6254, -2.8391], [0.0442, -3.3991, -0.0887], [-1.1079, -3.2159, -1.4139], [-1.6316, -2.7970, 0.2525], [-1.5353, 2.2054, -2.4211], [-0.7653, 3.2191, -1.3369], [-2.0251, 2.1765, -0.9045]]
}



[4]
{
  "formula": "C11H11N",
  "method": "ωB97M-V/def2-TZVPD",
  "spin_multiplicity": 1,
  "homo_lumo_gap_ev": 9.15,
  "charge": 0,
  "largest_force_ha_per_bohr": 0.0951,
  "smiles": "c1ccccc1.c1ccncc1",
  "homo_ev": -8.20,
  "elements": ["C", "C", "C", "C", "C", "C", "C", "C", "C", "C", "C", "H", "H", "H", "H", "H", "H", "H", "H", "H", "H", "H", "N"],
  "coordinates": [[1.3185, -0.4405, -0.3123], [2.1871, 0.6355, -0.1636], [2.0830, 1.3965, 1.0136], [1.5246, 0.7128, 2.0491], [0.7761, -0.4315, 1.9743], [-1.4643, -1.5791, -0.3494], [-1.0580, -1.3932, -1.6736], [-1.0283, -0.0534, -2.1852], [-1.2800, 1.0295, -1.3845], [-1.7044, 0.7940, -0.0583], [-1.8030, -0.4938, 0.4784], [0.9856, -0.9415, -1.1526], [2.9332, 0.8689, -0.8612], [2.6149, 2.2984, 1.2465], [1.7827, 1.2679, 2.9816], [0.2631, -0.9085, 2.8373], [-1.4624, -2.5918, 0.1578], [-0.7007, -2.1983, -2.2991], [-0.8017, 0.0417, -3.2052], [-1.2465, 2.0129, -1.8441], [-2.1435, 1.6103, 0.5173], [-2.3455, -0.6357, 1.4435], [0.5695, -1.0011, 0.7897]]
}



[5]
{
  "formula": "C11H11N",
  "method": "ωB97M-V/def2-TZVPD",
  "spin_multiplicity": 1,
  "homo_lumo_gap_ev": 8.74,
  "charge": 0,
  "largest_force_ha_per_bohr": 0.1060,
  "smiles": "c1ccccc1.c1ccncc1",
  "homo_ev": -8.13,
  "elements": ["C", "C", "C", "C", "C", "C", "C", "C", "C", "C", "C", "H", "H", "H", "H", "H", "H", "H", "H", "H", "H", "H", "N"],
  "coordinates": [[1.6976, -1.2344, -0.1300], [2.9910, -1.1981, 0.3976], [3.6121, 0.0688, 0.5643], [2.9749, 1.2055, 0.0959], [1.7204, 1.0590, -0.4291], [-1.6134, -1.0129, -0.6114], [-2.8142, -1.2710, 0.0392], [-3.5351, -0.2300, 0.6208], [-3.0648, 1.0605, 0.4714], [-1.8505, 1.3221, -0.1670], [-1.1188, 0.2764, -0.6893], [1.0860, -2.1616, -0.2877], [3.5757, -2.1072, 0.6202], [4.7017, 0.0902, 0.8961], [3.4008, 2.2378, 0.1828], [1.1390, 1.9136, -0.7785], [-1.0467, -1.8398, -1.0277], [-3.1927, -2.2749, 0.1188], [-4.4507, -0.4409, 1.1532], [-3.5927, 1.8891, 0.9326], [-1.4985, 2.3506, -0.2411], [-0.1875, 0.4416, -1.2062], [1.0665, -0.1444, -0.5250]]
}



[6]
{
  "formula": "C11H11N3O3",
  "method": "ωB97M-V/def2-TZVPD",
  "spin_multiplicity": 1,
  "homo_lumo_gap_ev": 8.03,
  "charge": 0,
  "largest_force_ha_per_bohr": 0.0741,
  "smiles": "CC(=O)N/C=C1\\C(=O)N(C)C(=O)C(C#N)=C1C",
  "homo_ev": -9.26,
  "elements": ["N", "O", "O", "O", "C", "C", "C", "C", "C", "C", "C", "C", "N", "N", "C", "C", "C", "H", "H", "H", "H", "H", "H", "H", "H", "H", "H", "H"],
  "coordinates": [[3.7215, -1.7901, -1.9047], [0.3418, -1.2882, -2.9332], [-1.9173, 1.0896, 0.1552], [-0.5486, 0.5876, 4.8479], [2.6935, -1.3910, -1.5034], [0.3070, -0.7848, -1.7947], [-0.9192, 0.4482, -0.1606], [-1.4505, 0.9981, 4.0981], [1.4938, -0.8187, -0.9124], [1.4244, -0.2575, 0.3452], [0.1059, 0.2401, 0.8316], [-0.0918, 0.4435, 2.2007], [-1.3606, 0.7669, 2.7429], [-0.8549, -0.1217, -1.4359], [-2.6536, 1.7229, 4.6783], [2.6636, -0.1905, 1.1936], [-1.8759, 0.2370, -2.4426], [0.7091, 0.2213, 2.9109], [-2.0232, 1.1885, 2.0906], [-2.8764, 2.6361, 4.0591], [-3.5380, 1.0709, 4.7313], [-2.3718, 2.0223, 5.6826], [2.6208, 0.6979, 1.8388], [2.6835, -1.1040, 1.8267], [3.5855, -0.0884, 0.5995], [-1.6786, 1.2680, -2.8323], [-1.9047, -0.4553, -3.2954], [-2.8345, 0.2310, -1.9901]]
}



[7]
{
  "formula": "C11H11N4O7",
  "method": "ωB97M-V/def2-TZVPD",
  "spin_multiplicity": 1,
  "homo_lumo_gap_ev": 7.45,
  "charge": -1,
  "largest_force_ha_per_bohr": 0.0910,
  "smiles": "CCOC(=O)[C@@H](C(C)=O)[C@@H]1C(=[N+]([O-])[O-])C=Nc2no[n+]([O-])c21",
  "homo_ev": -4.60,
  "elements": ["C", "C", "O", "C", "C", "C", "C", "O", "O", "H", "H", "H", "H", "H", "H", "H", "H", "H", "O", "N", "C", "C", "C", "N", "O", "O", "N", "C", "N", "C", "O", "H", "H"],
  "coordinates": [[-3.6400, -0.1755, -1.1402], [-2.4566, 0.6989, -1.4455], [-1.2928, -0.0096, -0.8933], [-0.1907, 0.7680, -1.1133], [1.0671, 0.0024, -0.6900], [2.3019, 0.4790, -1.4361], [3.4766, -0.4519, -1.6668], [2.4338, 1.6324, -1.8536], [-0.2818, 1.8967, -1.5571], [-4.5934, 0.2101, -1.5116], [-3.4954, -1.1719, -1.5611], [-3.7636, -0.3016, -0.0619], [-2.2060, 0.8666, -2.5096], [-2.5637, 1.7045, -1.0058], [0.9331, -1.1050, -0.9252], [3.2646, -1.4484, -1.2990], [3.7717, -0.5520, -2.7200], [4.3867, -0.0158, -1.2080], [2.9557, -1.9120, 1.1942], [1.8183, -2.2356, 1.6318], [0.7692, -1.2786, 1.7504], [1.0414, 0.0216, 1.0331], [-0.0389, 0.8584, 1.5237], [-0.1012, 2.2230, 1.5516], [0.7351, 3.0859, 1.5751], [-1.5300, 2.5477, 1.4025], [-2.2866, 1.4281, 1.3855], [-1.3731, 0.3742, 1.6515], [-1.5995, -0.9029, 1.9242], [-0.5212, -1.6777, 2.1738], [1.5693, -3.4254, 1.9196], [2.0673, 0.5045, 1.1515], [-0.6571, -2.6382, 2.7296]]
}



[8]
{
  "formula": "C11H12Cl2Ir",
  "method": "ωB97M-V/def2-TZVPD",
  "s2": 6.02,
  "spin_multiplicity": 5,
  "homo_lumo_gap_ev": [4.53, 6.38],
  "charge": -1,
  "largest_force_ha_per_bohr": 0.0793,
  "homo_ev": [-1.43, -3.44],
  "elements": ["C", "C", "C", "H", "C", "C", "H", "H", "H", "H", "Ir", "Cl", "C", "C", "C", "H", "C", "C", "H", "H", "H", "H", "Cl", "C", "H", "H"],
  "coordinates": [[-2.6166, -0.0497, -0.8871], [-1.8615, 1.1063, -0.4664], [-1.4077, 0.8935, 0.8965], [-1.5359, 1.9083, -1.0953], [-1.9228, -0.3836, 1.2968], [-2.7010, -0.9590, 0.2111], [-3.1959, -1.9215, 0.2237], [-3.0463, -0.1782, -1.8592], [-0.9054, 1.6000, 1.5291], [-1.7472, -0.8377, 2.2589], [-0.1599, -0.4495, -0.2257], [0.0676, -0.8133, -2.4425], [2.4006, 0.1141, -0.9143], [2.2793, 0.0741, 0.4946], [1.5359, 1.2334, 0.9137], [2.7763, -0.6153, 1.1572], [1.1354, 1.9425, -0.2613], [1.6592, 1.2543, -1.3909], [1.5850, 1.5811, -2.4415], [2.9950, -0.5221, -1.5377], [1.4334, 1.5731, 1.9356], [0.6053, 2.8946, -0.3052], [1.6334, -2.8211, -0.3315], [0.4197, -2.0242, 0.7252], [-0.3505, -2.7758, 0.8691], [0.9245, -1.8242, 1.6471]]
}



[9]
{
  "formula": "C11H12F2N2",
  "method": "ωB97M-V/def2-TZVPD",
  "spin_multiplicity": 1,
  "homo_lumo_gap_ev": [8.45, 6.28],
  "charge": 0,
  "largest_force_ha_per_bohr": 0.0728,
  "homo_ev": [-8.75, -6.69],
  "elements": ["C", "C", "C", "C", "C", "C", "C", "C", "C", "C", "C", "N", "N", "F", "F", "H", "H", "H", "H", "H", "H", "H", "H", "H", "H", "H", "H"],
  "coordinates": [[0.2178, 0.2581, -0.4688], [-1.0570, -0.1326, -0.1308], [0.1214, 0.6745, -1.8648], [-1.4612, -0.5651, 1.1513], [-0.5040, -0.6635, 2.1045], [1.2144, 0.1270, 0.4686], [0.9854, 1.1632, 2.8786], [0.9053, -0.2053, 2.0065], [1.2813, 1.0299, -2.6867], [1.7950, -1.3060, 2.5968], [-3.2526, 0.1853, -1.3781], [-1.1253, 0.6397, -2.1823], [-1.8647, 0.1457, -1.1559], [-0.9352, -1.1006, 3.2988], [2.3874, 1.3588, 2.9187], [-2.4959, -0.8865, 1.4196], [2.2224, 0.3489, 0.2989], [0.5951, 2.1191, 2.4015], [1.8105, 1.9558, -2.2682], [2.0487, 0.2535, -2.2636], [1.1966, 1.1369, -3.8134], [1.3405, -2.3429, 2.3367], [1.9049, -1.3336, 3.6544], [2.7350, -1.3007, 2.1342], [-3.8670, -0.3154, -0.5690], [-3.5532, 1.2381, -1.4743], [-3.4611, -0.4346, -2.4339]]
}